{
  "formula": "C14H36AsBeF6O12Ti2",
  "method": "ωB97M-V/def2-TZVPD",
  "symbols": ["Ti", "Ti", "Be", "As", "F", "F", "F", "F", "F", "F", "C", "O", "H", "H", "H", "H", "C", "O", "H", "H", "H", "H", "C", "O", "H", "H", "H", "H", "C", "O", "H", "H", "H", "H", "C", "O", "H", "H", "H", "H", "C", "O", "H", "H", "H", "H", "C", "C", "C", "O", "C", "O", "O", "H", "H", "H", "H", "H", "H", "C", "C", "C", "O", "C", "O", "O", "H", "H", "H", "H", "H", "H"],
  "xyz": [[-2.6664, -2.3469, -2.8288], [-3.9094, -1.9577, 0.6162], [-3.8607, 1.1607, -2.7492], [-0.8662, 0.0500, -0.3258], [-0.5333, 1.3143, 0.9423], [-1.9517, -0.8445, 0.8177], [-1.1053, -1.1359, -1.5403], [0.1255, 0.9749, -1.5690], [0.5846, -0.8543, 0.2506], [-2.3358, 0.9761, -0.8666], [-0.2164, 0.5131, 4.4601], [-1.1725, -0.0876, 5.2406], [-0.5897, 0.5504, 3.4367], [0.1924, 1.4533, 4.8301], [0.6553, -0.1386, 4.4013], [-1.7732, 0.6021, 5.5323], [1.1601, -1.1858, -4.0346], [0.5340, -0.1352, -4.6797], [2.2177, -1.0397, -4.2541], [1.0842, -1.1590, -2.9475], [0.7945, -2.1415, -4.4104], [-0.3870, 0.0226, -4.4596], [-1.3797, -3.7452, 0.5365], [-2.4825, -3.6920, -0.3033], [-1.5677, -3.1184, 1.4082], [-1.1833, -4.7804, 0.8159], [-0.4793, -3.4298, 0.0094], [-2.4342, -4.4885, -0.8371], [-4.0575, 3.9032, -0.0606], [-4.5438, 2.9236, -0.9620], [-4.4193, 3.7471, 0.9557], [-2.9707, 3.8201, -0.0564], [-4.2860, 4.9128, -0.4020], [-5.4894, 2.8939, -0.7992], [-1.4491, 3.6469, 3.0890], [-0.1790, 3.4377, 2.4335], [-1.7639, 2.8428, 3.7542], [-1.3754, 4.4979, 3.7661], [-2.1121, 3.8942, 2.2599], [-0.2833, 2.6798, 1.8537], [-4.2593, 0.1897, 3.1657], [-5.1274, -0.4780, 2.3549], [-3.2106, 0.0838, 2.8878], [-4.5203, 1.2480, 3.1717], [-4.3631, -0.1373, 4.2003], [-6.0045, -0.5704, 2.7341], [2.1160, -3.3730, -1.4955], [3.1781, -2.7974, -0.5343], [2.7092, -2.5778, 0.9194], [3.7444, -3.0338, 1.7425], [4.4983, -3.8885, 1.0054], [5.3137, -4.6550, 1.4934], [4.1701, -3.7585, -0.3412], [2.4771, -3.4278, -2.5226], [1.2217, -2.7499, -1.4929], [1.8930, -4.4113, -1.2499], [3.5900, -1.8759, -0.9458], [1.8090, -3.1574, 1.1241], [2.4917, -1.5125, 0.9955], [2.3163, 3.1889, -2.7611], [3.3623, 2.4098, -1.9022], [3.1977, 0.8972, -1.9689], [4.4726, 0.3730, -2.2697], [5.2502, 1.3673, -2.5947], [6.4086, 1.2685, -2.8703], [4.6581, 2.5174, -2.4730], [2.6997, 4.2076, -2.7025], [1.3025, 3.2185, -2.3618], [2.1811, 2.9888, -3.8240], [3.4655, 2.7720, -0.8793], [2.6345, 0.6767, -2.8757], [2.7994, 0.4610, -1.0529]],
  "atomic_forces_ev_per_a": [[-0.311, 1.134, 0.673], [0.227, 0.678, 0.008], [0.082, -0.333, 0.583], [3.326, 5.103, 0.873], [-0.881, -2.582, -2.178], [-0.393, -0.341, -0.394], [-0.814, -1.498, -0.881], [-1.408, -1.445, 1.937], [-2.444, 1.012, -0.869], [1.436, -1.382, 0.715], [1.597, -0.266, -1.169], [-1.252, -0.396, 1.103], [0.129, 0.731, -0.374], [-0.438, 0.262, -0.115], [0.023, -0.240, 0.171], [-0.097, -0.097, 0.336], [0.230, -0.199, 0.322], [-0.357, 1.343, -0.631], [0.038, -0.572, -0.187], [-0.247, 0.071, 0.172], [0.295, -0.357, -0.003], [0.061, -0.228, 0.245], [2.547, -0.545, 1.299], [-2.019, 0.931, -1.376], [0.310, -0.205, 0.065], [-0.198, 0.076, 0.465], [0.012, 0.417, 0.169], [-0.732, -0.401, -0.111], [1.169, 0.672, 0.190], [-0.477, -0.881, -0.442], [-0.110, -0.026, -0.060], [-0.022, -0.053, 0.081], [-0.228, -0.043, 0.045], [-0.291, -0.124, -0.371], [0.987, 0.611, -0.667], [-0.277, 0.071, 1.006], [-0.125, -0.508, -0.421], [0.243, 0.195, -0.346], [-0.811, -0.144, 0.549], [0.081, 0.361, 0.285], [1.100, 2.110, 2.691], [-0.515, -2.748, -3.354], [-0.129, -0.194, -0.293], [0.277, 0.181, -0.100], [0.208, -0.184, 0.042], [-0.181, 0.034, 0.140], [0.500, 0.091, 0.110], [-1.020, -0.674, 0.294], [-0.892, 0.826, -1.059], [0.120, 0.103, -0.484], [2.246, -2.127, 1.146], [-2.397, 2.337, -2.005], [1.431, -0.889, 0.752], [0.200, 0.242, -0.001], [-0.121, -0.019, 0.118], [-0.138, 0.063, 0.394], [0.285, 0.015, -0.070], [-0.176, -0.020, 0.094], [0.214, -0.190, 0.888], [0.957, 1.104, 0.754], [-2.152, -0.821, -0.165], [-2.078, 0.444, -0.459], [2.660, -0.995, -0.202], [-7.143, 1.104, 2.624], [5.153, -0.540, -1.489], [2.834, 0.960, -1.655], [-0.311, 0.271, -0.141], [0.271, -0.329, 0.582], [0.671, -0.772, 0.069], [-0.295, 0.240, -0.128], [-0.570, -0.235, 0.477], [0.135, -0.188, -0.266]],
  "mulliken_charge": [0.743, 0.993, 0.419, 1.711, -0.465, -0.200, -0.159, -0.452, -0.238, -0.494, -0.334, -0.534, -0.099, 0.334, 0.304, 0.324, -0.762, -0.488, 0.377, 0.143, 0.470, 0.261, -0.611, -0.502, 0.263, 0.496, 0.077, 0.317, -0.613, -0.428, 0.281, 0.174, 0.350, 0.288, -0.165, -0.571, 0.040, 0.325, -0.020, 0.545, -0.313, -0.493, -0.064, 0.314, 0.384, 0.304, -0.807, 0.957, 0.094, -0.359, 0.475, -0.486, -0.402, 0.378, -0.297, 0.384, -0.248, -0.057, 0.253, -1.357, 0.500, 0.096, -0.311, 0.632, -0.020, -0.294, 0.442, 0.287, 0.398, 0.339, -0.015, 0.188],
  "s2": 12.01,
  "gap_ha": [0.1938, 0.1042],
  "e_lumo_ev": [-10.74, -13.25],
  "e_homo_ha": [-0.5884, -0.5913],
  "total_charge": 3,
  "multiplicity": 7,
  "fmax_ev_per_a": 7.69,
  "relative_energy_kj_mol": 216.60
}